No. 1
Density functional theory data (the ωB97M-V functional and the def2-TZVPD basis) for an isolated molecule of C17H18FN3O2.

The geometry in ORCA input format:
```
! wB97M-V def2-TZVPD RIJCOSX def2/J DEFGRID3
* xyz 0 1
O 0.763 0.605 0.936
C 0.908 -0.246 0.064
N 2.113 -0.477 -0.499
H 2.237 -1.224 -1.163
C 3.335 0.077 0.027
H 3.865 0.605 -0.772
H 3.065 0.778 0.819
C 4.223 -1.051 0.580
C 5.609 -0.548 1.000
H 5.982 -1.132 1.842
C 6.450 -0.821 -0.246
H 6.332 -0.016 -0.971
C 5.806 -2.104 -0.766
H 6.239 -2.984 -0.269
O 4.428 -2.018 -0.448
H 5.898 -2.231 -1.847
H 7.507 -0.949 -0.027
H 5.589 0.502 1.281
H 3.690 -1.540 1.406
C -0.220 -1.037 -0.487
C -0.030 -2.288 -1.056
C -1.104 -2.985 -1.589
C -2.350 -2.383 -1.536
N -2.571 -1.213 -0.973
C -1.557 -0.540 -0.427
N -1.799 0.641 0.191
C -2.975 1.353 0.323
C -4.212 0.970 -0.195
C -5.331 1.760 -0.008
C -5.256 2.949 0.697
C -4.039 3.355 1.220
C -2.929 2.563 1.028
F -1.741 2.973 1.539
H -3.939 4.275 1.774
H -6.134 3.560 0.841
H -6.276 1.439 -0.419
H -4.273 0.044 -0.742
H -0.977 1.036 0.659
H -3.226 -2.865 -1.951
H -0.975 -3.961 -2.027
H 0.950 -2.745 -1.064
*
```

SMILES string   O=C(NC[C@@H]1CCCO1)c1cccnc1Nc1ccccc1F
Energy relative to the best compared isomer or geometry (same formula, charge and spin)   0.0214 eV
Kohn-Sham gap   0.30218 hartree
E_HOMO   -7.636 eV
LUMO   0.586 eV
E   -29204.741 eV

Mulliken charges, unit e, in atom order: -0.804 0.769 -0.192 0.235 -1.166 0.289 0.455 0.542 -0.744 0.345 -0.582 0.244 -0.499 0.275 -0.470 0.296 0.384 0.328 0.255 0.668 -0.629 -0.943 -0.387 -0.438 0.318 -0.005 0.092 -0.148 -0.757 -0.434 -0.609 0.463 -0.307 0.427 0.372 0.383 0.453 0.242 0.399 0.412 0.466

***

No. 2
Density functional theory data (the ωB97M-V functional and the def2-TZVPD basis) for a structure of composition C17H18LiNO5S8 at a distorted geometry.

The geometry in ORCA input format:
```
! wB97M-V def2-TZVPD RIJCOSX def2/J DEFGRID3
* xyz -2 1
Li 0.117 -0.199 -0.354
S -1.028 2.326 2.038
C -1.248 2.431 0.404
N -0.954 1.554 -0.504
C -1.213 1.950 -1.771
C -0.945 1.201 -2.910
C -1.241 1.737 -4.146
C -1.815 2.999 -4.270
C -2.100 3.758 -3.146
C -1.794 3.232 -1.905
S -1.997 3.938 -0.327
H -0.496 0.226 -2.782
H -1.015 1.166 -5.035
H -2.036 3.397 -5.254
H -2.544 4.741 -3.233
C -3.085 -1.017 0.391
O -2.450 -1.367 1.618
C -1.308 -2.052 1.720
O -1.019 -2.481 2.822
H -4.109 -1.393 0.450
H -2.554 -1.440 -0.458
H -3.089 0.069 0.310
O 1.368 0.195 0.818
S 1.013 0.096 2.240
C 2.133 1.335 3.029
C 3.486 0.657 3.134
C 3.196 -0.730 3.700
C 2.092 -1.300 2.827
H 1.718 1.588 4.005
H 2.125 2.206 2.379
H 4.176 1.222 3.769
H 3.913 0.563 2.132
H 2.848 -0.638 4.733
H 4.085 -1.366 3.688
H 1.456 -2.028 3.323
H 2.477 -1.722 1.902
O -0.484 -2.332 0.749
O -0.650 -1.802 -0.555
C 2.409 -2.930 -3.507
S 4.208 -2.710 -3.385
C 4.488 -1.096 -4.015
C 3.917 0.064 -3.569
S 2.662 0.278 -2.500
S 4.674 1.524 -4.344
C 5.947 0.728 -5.204
S 7.138 1.519 -6.026
S 5.827 -0.997 -5.148
H 2.228 -3.972 -3.257
H 2.079 -2.720 -4.520
H 1.916 -2.271 -2.796
*
```

Energy relative to the best compared isomer or geometry (same formula, charge and spin)   0.0585 eV
Kohn-Sham gap   0.21862 hartree
E_HOMO   -1.735 eV
LUMO   4.214 eV
E   -116537.083 eV

Mulliken charges, unit e, in atom order: 0.964 -0.469 0.042 0.150 -0.257 -0.371 -0.914 -0.392 -0.434 0.731 -0.368 0.435 0.375 0.329 0.356 -0.532 -0.319 0.757 -0.679 0.299 0.274 0.172 -0.741 0.515 -0.809 -0.576 -0.545 -0.811 0.415 0.375 0.367 0.287 0.247 0.322 0.443 0.278 -0.106 -0.846 -0.415 -0.120 -0.293 0.071 -0.202 -0.076 0.095 -0.382 -0.148 0.307 0.265 -0.067

***

No. 3
Density functional theory data (the ωB97M-V functional and the def2-TZVPD basis) for an isolated molecule of C17H18N2O3S at a distorted geometry.

The geometry in ORCA input format:
```
! wB97M-V def2-TZVPD RIJCOSX def2/J DEFGRID3
* xyz 0 1
C 3.026 3.805 0.306
C 2.162 2.916 0.397
C 1.616 2.134 -0.706
N 1.393 0.636 -0.266
C 0.131 -0.059 -0.188
N -1.011 0.705 -0.150
C -2.343 0.232 0.037
C -2.695 -0.901 -0.627
C -4.060 -1.240 -0.551
C -4.928 -0.390 -0.041
C -4.602 1.140 0.344
C -3.321 1.389 0.171
H -2.870 2.103 0.436
H -5.271 1.740 0.681
C -6.420 -0.663 -0.073
O -7.288 0.159 0.524
C -6.809 -2.213 -0.250
H -7.957 -2.188 -0.090
H -6.241 -2.666 0.275
H -6.621 -2.221 -1.220
H -4.342 -2.266 -0.845
H -2.066 -1.546 -0.699
S 0.304 -1.441 0.614
C 1.974 -1.308 0.703
C 2.403 0.026 -0.156
C 3.898 0.365 -0.070
C 4.733 -1.015 -0.390
O 4.889 -1.140 -1.516
O 5.264 -1.302 0.820
C 6.254 -2.421 0.654
H 5.881 -3.056 1.204
H 6.191 -2.764 -0.575
H 7.252 -2.026 0.894
H 4.128 0.689 0.842
H 3.846 0.992 -0.875
H 2.706 -1.963 0.879
H 2.096 2.102 -1.756
H 0.436 2.380 -0.657
H 1.519 2.847 1.383
H 3.208 4.565 1.115
H 3.530 3.865 -0.576
*
```

SMILES string   C=CCn1c(CC(=O)OC)cs/c1=N\c1ccc(C(C)=O)cc1
Energy relative to the best compared isomer or geometry (same formula, charge and spin)   16.5000 eV
Kohn-Sham gap   0.23697 hartree
E_HOMO   -6.574 eV
LUMO   -0.125 eV
E   -37863.829 eV

Mulliken charges, unit e, in atom order: -0.679 0.053 -0.725 0.172 0.419 -0.419 0.684 -1.285 -0.343 0.569 -0.871 -1.141 0.677 0.672 0.840 -0.633 -1.766 0.253 0.655 0.537 0.301 0.666 -0.098 -1.004 0.705 -1.141 0.422 -0.474 -0.260 -0.699 0.343 0.305 0.231 0.500 0.587 0.535 0.388 0.261 0.209 0.231 0.322

***

No. 4
Density functional theory data (the ωB97M-V functional and the def2-TZVPD basis) for an isolated molecule of C17H18N2O4 at a distorted geometry.

The geometry in ORCA input format:
```
! wB97M-V def2-TZVPD RIJCOSX def2/J DEFGRID3
* xyz 0 1
C -5.220 -2.428 0.867
H -5.009 -2.301 1.859
O -3.933 -1.987 0.069
C -3.569 -0.840 0.169
C -4.232 0.026 0.761
C -3.775 1.387 1.011
C -2.629 1.646 0.453
C -1.931 0.777 -0.559
C -2.483 -0.495 -0.587
C -1.667 -1.669 -1.239
O -0.682 -1.933 -0.451
C 0.487 -1.420 -0.580
C 1.076 -0.805 -1.552
C 2.355 -0.022 -1.313
C 3.176 -0.489 -0.441
C 2.660 -1.407 0.770
C 1.489 -2.045 0.611
H 1.056 -2.637 1.376
H 3.486 -1.561 1.387
N 4.440 0.137 -0.171
C 5.434 -0.114 0.515
O 5.300 -0.742 1.724
C 6.711 0.812 0.311
H 6.421 1.811 0.424
H 7.485 0.676 0.754
H 7.171 0.436 -0.738
H 4.668 0.541 -1.053
H 2.712 0.746 -2.139
H 0.357 -0.357 -2.159
H -2.343 -2.514 -1.288
H -1.368 -1.166 -2.266
H -1.024 0.972 -1.074
C -1.958 3.150 0.361
N -0.947 3.281 -0.306
O -0.543 4.664 -0.141
H 0.344 4.987 -0.630
H -2.498 3.856 0.765
H -4.227 2.264 1.791
H -5.192 0.050 1.463
H -5.545 -3.355 0.663
H -6.050 -1.930 0.584
*
```

SMILES string   COc1ccc(/C=N/O)cc1COc1ccc(NC(C)=O)cc1
Energy relative to the best compared isomer or geometry (same formula, charge and spin)   15.3613 eV
Kohn-Sham gap   0.32600 hartree
E_HOMO   -8.240 eV
LUMO   0.631 eV
E   -29077.683 eV

Mulliken charges, unit e, in atom order: -1.247 0.480 -0.481 0.665 0.353 -0.714 0.395 -0.764 0.222 -0.860 -0.313 0.683 -0.574 -0.362 0.318 -0.582 -0.938 0.401 0.677 -0.061 0.828 -0.732 -1.437 0.280 0.577 0.286 0.227 0.135 0.413 0.399 0.410 0.688 -0.710 -0.083 -0.541 0.335 0.525 0.121 0.135 0.377 0.469

***

No. 5
Density functional theory data (the ωB97M-V functional and the def2-TZVPD basis) for an isolated molecule of C17H18N2O5 at a distorted geometry.

The geometry in ORCA input format:
```
! wB97M-V def2-TZVPD RIJCOSX def2/J DEFGRID3
* xyz 0 1
C -2.163 -3.115 0.351
H -1.768 -3.381 -0.634
O -2.512 -1.754 0.412
C -1.556 -0.827 0.142
C -0.209 -1.093 -0.052
C 0.704 -0.062 -0.283
C 0.252 1.257 -0.315
C -1.088 1.534 -0.138
C -1.988 0.507 0.085
O -3.333 0.807 0.288
C -4.221 0.279 -0.581
O -3.929 -0.307 -1.589
C -5.587 0.557 -0.123
C -6.044 1.176 1.016
C -7.449 1.158 0.932
C -7.742 0.531 -0.246
O -6.630 0.168 -0.884
H -8.678 0.298 -0.715
H -8.146 1.551 1.643
H -5.439 1.583 1.800
H -1.458 2.547 -0.174
H 0.963 2.046 -0.492
C 2.102 -0.384 -0.476
N 2.953 0.551 -0.660
N 4.236 0.389 -0.927
C 5.050 1.569 -0.720
H 4.409 2.446 -0.801
H 5.823 1.599 -1.494
C 5.709 1.506 0.665
H 6.413 2.328 0.803
O 6.457 0.319 0.818
C 5.649 -0.824 0.650
H 6.307 -1.684 0.781
C 4.998 -0.833 -0.740
H 4.358 -1.705 -0.863
H 5.778 -0.855 -1.507
H 4.862 -0.845 1.421
H 4.927 1.560 1.438
H 2.356 -1.448 -0.455
H 0.152 -2.110 -0.025
H -3.087 -3.662 0.528
H -1.432 -3.377 1.124
*
```

SMILES string   COc1cc(/C=N/N2CCOCC2)ccc1OC(=O)c1ccco1
Energy relative to the best compared isomer or geometry (same formula, charge and spin)   4.6565 eV
Kohn-Sham gap   0.30266 hartree
E_HOMO   -7.490 eV
LUMO   0.746 eV
E   -31136.218 eV

Mulliken charges, unit e, in atom order: -0.962 0.387 -0.386 0.905 -0.585 0.250 -0.998 -0.703 0.670 -0.439 0.775 -0.583 -0.032 -0.302 -0.568 -0.355 -0.334 0.459 0.448 0.551 0.434 0.421 -0.174 -0.306 0.191 -0.576 0.348 0.303 -0.512 0.348 -0.388 -0.407 0.371 -0.789 0.373 0.306 0.301 0.341 0.226 0.411 0.241 0.339

***

Question: Which value of Kohn-Sham gap does entry 1 give?
Answer: 0.30218 hartree